Formula: C20H40Cl6O5
Source: the Open Molecules 2025 dataset
Level of theory: ωB97M-V/def2-TZVPD

## Properties
- E_LUMO (Ha) = 0.018
- HOMO energy (eV) = -9.287
- SMILES = C1CCOC1.C1CCOC1.CC(C)=O.CC(C)=O.CC(C)=O.ClCCl.ClCCl.ClCCl
- orbital gap (eV) = 9.78

Structure (XYZ):
```
71
Properties=species:S:1:pos:R:3:forces:R:3:lowdin_charge:R:1
C 3.05798 2.11969 -3.31508 -1.3 1.3 0.9 -0.155
C 3.29062 1.95228 -4.81321 -0.6 0.8 -0.4 -0.136
C 1.81719 2.05503 -5.40672 0.0 -1.9 1.3 -0.143
O 0.95450 1.79600 -4.27521 0.6 0.9 0.0 -0.181
C 1.55764 2.59452 -3.27177 0.9 -0.7 0.1 -0.214
H 3.72490 2.84541 -2.82554 -0.1 -0.2 -0.2 0.109
H 3.05506 1.22213 -2.69897 0.4 -0.3 -0.4 0.089
H 3.80909 1.02312 -4.98876 -0.2 -0.4 -0.5 0.089
H 3.93288 2.74793 -5.22588 -0.3 -0.2 0.2 0.107
H 1.52845 1.24178 -6.06379 0.4 0.3 -0.7 0.097
H 1.50694 3.02581 -5.74130 0.5 0.6 -0.7 0.111
H 1.06654 2.35312 -2.35163 -0.2 0.0 0.6 0.049
H 1.46972 3.66668 -3.47554 -0.1 0.1 -0.2 0.120
C -1.21280 -1.12243 5.31343 -0.1 1.1 0.5 -0.138
C 0.11967 -0.32315 5.51781 0.4 -1.1 1.0 -0.150
C 0.00271 0.71991 4.42994 0.3 -0.2 -0.3 -0.213
O -0.53364 0.00115 3.31648 0.2 0.5 0.1 -0.172
C -1.57776 -0.74557 3.85363 -1.2 -0.8 0.6 -0.246
H -1.90894 -0.63244 5.99910 -0.3 -0.2 -0.2 0.098
H -1.27583 -2.19959 5.54933 0.6 0.5 -0.3 0.109
H 0.97704 -1.03440 5.39155 -0.4 0.9 -0.1 0.103
H 0.18765 0.16520 6.52915 -0.1 -0.7 -0.9 0.122
H 0.91158 1.13901 4.05672 0.8 0.3 0.1 0.090
H -0.62358 1.55791 4.75382 -0.3 -0.1 -0.2 0.124
H -1.70907 -1.64461 3.26078 -0.2 0.0 -0.4 0.096
H -2.51252 -0.14876 3.86902 0.3 -0.3 -0.2 0.111
C -2.33167 -4.32748 0.44441 0.3 -1.9 -0.7 -0.026
C -1.06418 -3.97645 1.18533 -0.9 1.5 1.3 -0.456
C -0.69582 -4.77990 2.43181 0.4 -0.5 -2.1 -0.011
O -0.46965 -2.95801 0.90260 0.3 -0.2 -0.4 0.034
H -2.43247 -5.43203 0.41757 -0.3 0.5 0.3 0.089
H -2.28625 -4.04960 -0.59507 0.4 0.4 -0.4 0.063
H -3.25596 -3.88299 0.79139 0.1 0.2 0.7 0.068
H -1.52168 -4.83875 3.10448 -0.7 -0.2 0.4 0.078
H 0.18873 -4.40038 2.91023 0.2 0.3 0.1 0.007
H -0.47094 -5.76668 1.99516 -0.1 -0.1 0.7 0.095
C 1.90312 4.02417 2.29293 -0.6 0.3 -1.6 -0.014
C 0.42852 3.80853 1.89492 -0.2 0.4 1.2 -0.469
C -0.08252 4.15513 0.50695 0.1 -0.1 0.0 -0.035
O -0.32067 3.46246 2.79169 0.1 -0.1 -0.8 0.043
H 1.89397 4.90273 2.96582 0.2 -0.6 -0.2 0.092
H 2.49506 4.25555 1.37016 -0.1 -0.3 1.0 0.084
H 2.22205 3.10262 2.79172 0.2 0.4 0.0 0.069
H 0.42380 5.02671 0.09909 0.3 0.1 0.1 0.076
H -1.15582 4.38831 0.52531 0.3 -0.4 0.1 0.085
H 0.13295 3.32576 -0.18641 -0.2 0.2 0.3 0.032
C 1.43418 -1.14583 -4.70032 1.1 -1.1 -0.2 -0.032
C 0.04469 -0.82824 -5.16219 0.1 -0.2 2.0 -0.535
C -0.95168 -0.84748 -4.03301 -0.2 0.4 0.1 -0.026
O -0.25959 -0.64296 -6.29900 -0.1 0.3 -1.3 0.090
H 1.51327 -2.24059 -4.56433 -0.2 0.2 -0.4 0.099
H 1.73706 -0.80133 -3.72113 -0.4 0.6 0.2 0.070
H 2.19819 -0.86183 -5.41861 -0.1 0.0 -0.2 0.077
H -0.72319 -0.02563 -3.33102 0.0 -0.5 -0.2 0.058
H -0.93743 -1.81894 -3.53627 0.2 0.1 0.2 0.086
H -1.94092 -0.68429 -4.42185 -0.5 0.1 -0.2 0.074
Cl -4.13488 -0.76986 1.34482 0.4 -0.2 0.5 0.571
C -4.79357 -0.49393 -0.25009 -1.0 0.4 0.4 -1.084
Cl -4.13326 -1.47564 -1.49545 0.6 -0.8 -0.8 0.569
H -5.85842 -0.68831 -0.18866 0.0 0.1 0.0 0.027
H -4.60114 0.52658 -0.50180 0.1 0.6 -0.1 -0.011
Cl -1.84312 1.39712 -0.87467 -0.5 0.6 -0.4 0.598
C -0.87821 0.25830 0.00594 0.0 -1.5 -0.5 -1.021
Cl 0.82024 0.35205 -0.43913 0.4 0.1 0.0 0.590
H -0.97970 0.38166 1.05376 0.0 0.5 0.9 -0.003
H -1.20869 -0.75567 -0.23940 0.0 0.3 -0.1 0.006
Cl 2.33568 -3.03182 3.27540 -0.2 -0.2 0.3 0.519
C 1.92552 -1.81584 2.02519 0.5 -1.4 -0.5 -1.049
Cl 2.98996 -0.45882 2.27177 0.0 0.6 -0.2 0.528
H 2.15845 -2.35612 1.08613 -0.2 0.8 0.4 0.035
H 0.86997 -1.58801 2.08643 0.2 0.4 0.2 -0.016
```
Forces are in eV/Å.


Formula: CH2IP
Source: the Open Molecules 2025 dataset
Level of theory: ωB97M-V/def2-TZVPD

## Properties
- relative energy (zero: lowest compared OMol25 entry of this formula, charge and spin) (kcal per mole) = 133.78
- E_LUMO (spin up / spin down) (Ha) = -0.079 / -0.022
- HOMO energy (spin up / spin down) (eV) = -7.641 / -8.664
- orbital gap (spin up / spin down) (eV) = 5.48 / 8.05

Structure (XYZ):
```
5
Properties=species:S:1:pos:R:3:forces:R:3:lowdin_charge:R:1
C -1.48091 -1.19650 0.10065 -1.7 -0.2 -1.2 -0.634
P 1.98800 0.02748 0.40944 -0.1 1.0 -0.5 0.205
I -0.38869 0.53464 0.19869 0.6 0.9 -0.4 0.771
H -2.39551 -0.74958 -0.55013 1.6 -0.6 1.4 -0.114
H 2.27712 1.38395 -0.15865 -0.4 -1.2 0.7 -0.229
```
Forces are in eV/Å.


Formula: C8H19N2O4Se2Tc
Source: the Open Molecules 2025 dataset
Level of theory: ωB97M-V/def2-TZVPD

## Properties
- relative energy (zero: lowest compared OMol25 entry of this formula, charge and spin) (kcal per mole) = 1.65
- E_LUMO (spin up / spin down) (Ha) = -0.493 / -0.490
- total charge = +3
- <S²> = 3.84
- HOMO energy (spin up / spin down) (eV) = -20.428 / -20.671
- orbital gap (spin up / spin down) (eV) = 7.00 / 7.34
- spin multiplicity = 4

Structure (XYZ):
```
36
Properties=species:S:1:pos:R:3:forces:R:3:lowdin_charge:R:1
Tc 0.63465 0.17951 0.64943 0.3 0.1 -0.6 1.372
C 1.11261 -3.05537 1.98978 0.0 0.0 0.1 -0.276
Se 0.05698 -2.31603 0.52533 -0.1 0.0 0.0 1.056
C 1.14703 -2.87115 -1.01150 0.0 -0.1 0.0 -0.454
C 2.45148 -2.12408 -1.15852 0.0 0.0 0.0 -0.435
Se 2.11737 -0.21158 -1.40850 -0.4 0.0 0.2 1.155
C 3.87604 0.47965 -0.98572 0.1 0.0 0.0 -0.259
H 0.98680 -4.13456 1.91620 0.0 0.0 0.0 0.067
H 0.67092 -2.69656 2.91718 0.0 0.0 0.0 0.058
H 2.15667 -2.76555 1.91581 0.0 0.0 0.0 0.043
H 0.49501 -2.77995 -1.87943 0.0 0.0 0.0 0.090
H 1.33664 -3.93355 -0.84501 0.0 0.0 0.0 0.111
H 2.98075 -2.43361 -2.06400 0.0 0.0 0.0 0.114
H 3.12149 -2.22589 -0.30589 0.0 0.0 0.0 0.091
H 4.49099 0.15723 -1.82907 0.0 0.0 0.0 0.077
H 4.24513 0.05133 -0.05738 0.0 0.0 0.0 0.057
H 3.81515 1.56585 -0.97096 0.0 0.0 0.0 0.065
C -2.84658 2.18432 1.51758 0.1 0.1 -0.1 0.043
N -3.08362 1.74007 0.12851 -0.3 0.2 0.2 -0.064
C -4.42430 2.12464 -0.39754 0.1 -0.1 0.1 0.056
C -2.21478 1.10999 -0.57688 0.5 -0.2 -0.2 -0.352
C -2.35448 0.76267 -2.01522 0.0 0.1 0.0 0.065
O -1.04956 0.77347 -0.02004 -0.1 0.1 0.3 -0.286
H -3.30703 3.16298 1.62756 0.0 0.0 0.0 0.122
H -1.78629 2.27910 1.72154 0.0 0.0 0.0 0.085
H -3.32155 1.48961 2.20836 0.0 0.0 0.0 0.126
H -5.08969 2.19893 0.45730 0.0 0.0 0.0 0.116
H -4.80851 1.36923 -1.07280 0.0 0.0 0.0 0.104
H -4.35463 3.09213 -0.89089 0.0 0.0 0.0 0.131
H -3.37700 0.80969 -2.37143 0.0 0.0 0.0 0.098
H -1.95284 -0.23117 -2.20298 0.0 0.0 0.0 0.102
H -1.76582 1.48709 -2.58676 0.0 0.0 0.0 0.130
O 3.47791 1.68151 2.38919 0.1 0.0 -0.1 0.338
N 2.58855 1.23954 1.80960 -0.5 -0.1 0.1 -0.446
O 1.71715 1.90380 1.08089 0.0 -0.3 0.2 -0.102
O 2.25736 -0.06329 1.79625 0.2 0.3 0.0 -0.196
```
Forces are in eV/Å.


Formula: C3H4O3
Source: the Open Molecules 2025 dataset
Level of theory: ωB97M-V/def2-TZVPD

## Properties
- relative energy (zero: lowest compared OMol25 entry of this formula, charge and spin) (kcal per mole) = 62.78
- E_LUMO (Ha) = 0.018
- HOMO energy (eV) = -10.436
- orbital gap (eV) = 10.91

Structure (XYZ):
```
10
Properties=species:S:1:pos:R:3:forces:R:3:lowdin_charge:R:1
O -0.07608 -2.37364 -1.71077 0.4 1.1 0.6 0.068
C 0.29386 -1.41894 -1.21916 -0.3 -1.2 -0.7 0.016
O 0.89578 -1.71783 1.44750 0.0 0.5 0.3 -0.036
C 0.94344 -0.54104 1.69724 0.0 -0.4 0.0 -0.162
C -0.99654 1.49000 -0.96762 -0.1 -0.1 -0.3 -0.156
O -1.15868 0.84230 -1.96841 0.0 0.4 0.4 -0.034
H 0.75643 -0.15719 2.71801 0.0 -0.1 -0.1 0.083
H 1.17065 0.21876 0.92245 0.0 -0.2 0.0 0.065
H -1.10200 1.05180 0.04608 0.0 0.0 -0.2 0.072
H -0.73067 2.56360 -1.00056 0.0 -0.1 0.0 0.084
```
Forces are in eV/Å.


Formula: C54H55AsN5O3PRuS3
Source: the Open Molecules 2025 dataset
Level of theory: ωB97M-V/def2-TZVPD

## Properties
- E_LUMO (spin up / spin down) (Ha) = -0.346 / -0.326
- total charge = +3
- <S²> = 0.89
- HOMO energy (spin up / spin down) (eV) = -15.365 / -15.366
- orbital gap (spin up / spin down) (eV) = 5.95 / 6.48
- spin multiplicity = 2

Structure (XYZ):
```
123
Properties=species:S:1:pos:R:3:forces:R:3:lowdin_charge:R:1
Ru 0.39901 -0.38208 -0.17939 2.1 0.6 0.9 1.241
C -2.34987 -3.26202 -0.36730 0.0 0.0 -0.3 -0.074
C -0.98750 -3.53641 0.14118 -0.2 -0.6 0.2 -0.612
N 0.03039 -2.72176 0.26828 -0.2 1.4 -0.1 -0.012
C 1.15957 -3.38967 0.67851 -0.1 -0.6 0.1 -0.366
C 0.98173 -4.71667 0.91916 0.0 0.1 -0.1 -0.303
S -0.62440 -5.15933 0.59514 0.0 0.5 -0.1 1.178
C 2.41577 -2.68907 0.81341 0.4 -0.3 0.1 -0.333
C 3.60645 -3.24601 1.16332 0.0 0.1 0.0 -0.297
S 4.81523 -2.04997 1.29210 -0.5 0.3 -0.1 1.179
C 3.66689 -0.84282 0.87337 0.6 0.0 0.1 -0.616
N 2.47117 -1.32256 0.62377 -1.5 0.4 -0.6 -0.002
C 4.02823 0.59389 0.90835 0.1 -0.1 0.0 -0.085
H -2.70033 -2.28723 -0.05925 0.1 -0.3 0.0 0.016
H -3.04787 -4.01703 -0.00819 0.0 0.0 0.0 0.092
H -2.33751 -3.29776 -1.45827 0.1 0.0 0.0 0.100
H 1.70727 -5.43396 1.26442 0.0 0.0 0.0 0.093
H 3.82870 -4.27947 1.36927 0.0 0.0 0.0 0.096
H 4.78934 0.81562 0.16324 0.0 0.0 0.1 0.078
H 4.43386 0.86744 1.88368 -0.1 0.0 0.1 0.108
H 3.13855 1.18689 0.71724 0.1 -0.1 0.1 0.019
O -1.85375 -0.85108 -1.82648 -0.2 0.0 -0.9 -0.113
N -0.90006 0.12951 -2.04657 -0.2 -1.0 1.5 -0.097
C -0.92560 0.56719 -3.23830 -0.1 0.1 -0.1 -0.085
C -0.06104 1.58005 -3.79874 0.3 0.2 -0.1 -0.210
C -0.40318 2.05018 -5.07180 -0.1 -0.1 0.0 -0.001
C 0.32744 3.05110 -5.68059 0.1 0.1 0.0 -0.021
C 1.42834 3.58539 -5.02631 0.0 0.0 0.0 -0.012
C 1.79104 3.11002 -3.77617 0.1 0.0 0.1 -0.057
C 1.05346 2.11278 -3.14530 -0.3 -0.4 0.0 -0.299
P 1.70924 1.56153 -1.51603 -0.3 0.2 0.4 1.133
C 1.69188 3.16749 -0.64586 -0.1 -0.2 0.1 -0.355
C 0.59573 3.99660 -0.90811 0.1 -0.1 -0.1 -0.119
C 0.49985 5.24762 -0.32616 0.0 0.1 0.0 -0.057
C 1.50175 5.70095 0.52221 0.0 -0.1 -0.1 -0.034
C 2.58527 4.88044 0.80038 0.0 0.0 0.1 -0.040
C 2.66689 3.61077 0.24943 0.0 0.0 0.0 -0.095
C 3.38786 1.15716 -2.11727 -0.1 -0.4 0.2 -0.369
C 4.54932 1.88021 -1.86399 -0.1 0.2 -0.2 -0.107
C 5.74480 1.49495 -2.45408 0.0 0.1 0.0 -0.039
C 5.79145 0.40284 -3.30753 -0.1 0.0 0.0 -0.029
C 4.62886 -0.30716 -3.58283 0.1 0.0 0.0 -0.051
C 3.43850 0.06112 -2.98200 -0.1 0.1 0.1 -0.102
H -2.12570 -0.71808 -0.87470 0.1 0.2 0.1 -0.004
H -1.69596 0.15842 -3.89050 -0.1 0.0 0.1 0.156
H -1.25730 1.62469 -5.58456 0.0 0.0 0.0 0.129
H 0.04722 3.41320 -6.65986 0.0 0.0 0.0 0.128
H 2.01742 4.36298 -5.49315 0.0 0.0 0.0 0.128
H 2.66765 3.51705 -3.28860 0.0 0.1 0.0 0.122
H -0.18441 3.66208 -1.58119 0.0 0.1 0.0 0.115
H -0.35684 5.87330 -0.53890 0.0 0.0 0.0 0.125
H 1.43846 6.68806 0.95939 0.0 0.0 0.0 0.123
H 3.38067 5.22912 1.44543 0.0 0.0 0.0 0.121
H 3.51032 2.99418 0.51868 0.0 0.2 -0.1 0.075
H 4.53623 2.76221 -1.24101 0.0 0.0 0.0 0.103
H 6.64180 2.06387 -2.24865 0.0 0.0 0.0 0.125
H 6.72450 0.11970 -3.77529 0.0 0.0 0.0 0.124
H 4.66393 -1.13627 -4.27795 0.0 0.0 0.0 0.112
H 2.51818 -0.47382 -3.19329 0.1 0.0 -0.1 0.064
O -1.90907 -0.29841 0.60084 0.9 0.2 -0.6 -0.555
As -3.00145 -0.32622 1.88053 -0.7 -0.3 0.6 1.287
C -4.19350 1.18127 1.81691 0.3 -0.2 0.1 -0.327
C -4.20281 2.04220 0.72719 0.1 0.0 0.0 -0.111
C -5.14672 3.05647 0.67702 0.0 0.0 0.0 -0.052
C -6.07192 3.19597 1.70295 0.0 0.0 0.0 -0.041
C -6.06794 2.32012 2.78061 0.0 0.0 0.0 -0.043
C -5.13499 1.29689 2.83579 0.1 0.0 0.0 -0.090
C -2.07771 -0.56117 3.55034 -0.1 0.2 -0.3 -0.310
C -2.26236 0.29210 4.62995 -0.1 0.0 -0.1 -0.082
C -1.67120 -0.01774 5.84762 0.0 0.0 0.1 -0.051
C -0.90539 -1.16695 5.97782 0.0 0.0 0.0 -0.051
C -0.69189 -1.99745 4.88318 0.0 -0.1 0.0 -0.061
C -1.27758 -1.69617 3.66402 0.1 0.1 -0.1 -0.121
C -4.20698 -1.82989 1.69589 0.1 0.4 0.2 -0.325
C -5.07090 -1.81172 0.60335 -0.1 0.0 0.1 -0.106
C -5.98925 -2.83602 0.44590 0.0 0.1 -0.1 -0.047
C -6.05206 -3.85930 1.38448 0.0 -0.1 0.0 -0.044
C -5.19785 -3.86543 2.47661 0.0 0.0 0.0 -0.049
C -4.26829 -2.84550 2.64007 0.1 0.0 0.0 -0.078
H -3.47443 1.91808 -0.06649 0.0 0.0 0.0 0.099
H -5.16442 3.73822 -0.16248 0.0 0.0 0.0 0.115
H -6.81063 3.98454 1.65570 0.0 0.0 0.0 0.121
H -6.79637 2.42898 3.57236 0.0 0.0 0.0 0.121
H -5.14537 0.58896 3.65754 -0.1 0.0 0.0 0.114
H -2.87335 1.18151 4.52791 0.0 0.0 0.1 0.106
H -1.83181 0.62889 6.70033 0.0 0.0 0.0 0.120
H -0.48343 -1.42495 6.94053 0.0 0.0 0.0 0.120
H -0.09443 -2.89376 4.99362 0.0 0.0 0.0 0.114
H -1.12847 -2.33519 2.79873 0.0 -0.1 0.1 0.094
H -5.02482 -1.00218 -0.11804 -0.1 0.0 0.0 0.117
H -6.66424 -2.83057 -0.39925 0.0 0.0 0.0 0.120
H -6.77878 -4.65194 1.26654 0.0 0.0 0.0 0.121
H -5.25815 -4.65709 3.21119 0.0 0.0 0.0 0.119
H -3.61062 -2.84325 3.50006 0.0 0.0 0.0 0.100
C 2.42830 1.12854 4.93682 0.0 0.0 0.1 0.012
C 1.53427 1.27158 3.76027 -0.2 0.2 -0.1 -0.265
C 0.62856 2.25541 3.41470 0.0 -0.1 0.0 0.045
C 0.09680 1.88493 2.17472 0.0 0.1 0.0 -0.318
N 0.65528 0.73659 1.78119 -0.5 -0.4 -1.8 -0.018
N 1.52344 0.38510 2.74981 0.1 -0.2 0.2 0.054
C -0.95305 2.58685 1.39347 0.0 -0.1 0.1 -0.022
H 1.86421 1.24957 5.86031 0.0 -0.1 0.0 0.095
H 3.19494 1.90399 4.92511 0.0 0.0 0.0 0.097
H 2.92012 0.15642 4.95183 0.0 0.0 0.0 0.088
H 0.36705 3.12535 3.99266 0.0 0.0 0.0 0.135
H 2.01779 -0.48903 2.70086 -0.1 0.0 0.0 0.140
H -0.73638 3.64971 1.32613 0.0 0.0 0.0 0.086
H -1.91413 2.47938 1.89887 0.0 0.0 0.0 0.071
H -1.03095 2.16330 0.39365 -0.1 0.1 0.0 0.049
O 0.13258 -3.79545 -2.28228 -0.4 -0.4 0.1 -0.504
S 0.97063 -2.68506 -2.78252 0.2 -0.2 -0.3 0.874
C 0.49215 -2.47456 -4.55394 0.4 0.4 0.2 -0.269
C 1.65580 -2.99118 -5.39530 0.0 -0.2 -0.1 -0.211
C 2.33519 -4.08214 -4.57102 0.0 0.0 -0.2 -0.215
C 2.57642 -3.46103 -3.20530 -0.2 0.3 -0.1 -0.286
H 0.26807 -1.42197 -4.72798 -0.1 0.0 -0.1 0.067
H -0.41461 -3.06825 -4.65992 0.0 0.0 0.1 0.109
H 2.36079 -2.18280 -5.60518 0.0 0.0 0.0 0.112
H 1.30426 -3.37916 -6.35074 0.0 0.1 0.0 0.128
H 3.26128 -4.42138 -5.03396 0.0 0.0 0.0 0.128
H 1.66798 -4.93978 -4.47081 0.1 0.0 0.0 0.126
H 3.33126 -2.67444 -3.24193 0.1 -0.1 0.1 0.060
H 2.80221 -4.17414 -2.41460 -0.1 0.1 0.1 0.101
```
Forces are in eV/Å.


Formula: HO2PPb
Source: the Open Molecules 2025 dataset
Level of theory: ωB97M-V/def2-TZVPD

## Properties
- relative energy (zero: lowest compared OMol25 entry of this formula, charge and spin) (kcal per mole) = 14.77
- E_LUMO (spin up / spin down) (Ha) = -0.222 / -0.218
- total charge = +1
- <S²> = 0.75
- HOMO energy (spin up / spin down) (eV) = -11.312 / -15.382
- orbital gap (spin up / spin down) (eV) = 5.26 / 9.45
- spin multiplicity = 2

Structure (XYZ):
```
5
Properties=species:S:1:pos:R:3:forces:R:3:lowdin_charge:R:1
P -1.15586 0.53720 -0.12388 -2.1 1.0 0.3 0.750
O -0.07676 1.67921 0.03340 0.2 -1.5 -0.4 -0.750
Pb 1.74426 0.51506 -0.09955 1.5 0.7 0.2 1.405
O -0.09015 -0.76476 0.01202 -0.9 -5.9 0.7 -0.731
H -0.42150 -1.96671 0.17802 1.2 5.6 -0.8 0.326
```
Forces are in eV/Å.


Asked for DFT total energy across the records above, the calculation gives -3923.33504, -678.10355, -5609.12145, -342.35590, -6455.88966, -684.97395 Ha in order.